Computed, not measured: a 2-piece molecular cluster, C2H6NO2P overall in a non-equilibrium geometry, with ωB97M-V with the def2-TZVPD basis set.

Each atom is followed by the atoms it is bonded to, with distances in Å.
Cartesian coordinates (Å):
1 C 1.06001 -1.07274 0.25333  C2 1.503, H7 1.163, H8 1.143, H9 1.087
2 C 0.47394 0.05588 -0.54700  C1 1.503, P6 1.784, H10 1.002
3 N -1.63087 -0.16974 0.11181  O4 1.200, O5 1.189
4 O -2.17419 0.83096 0.49203  N3 1.200
5 O -2.09323 -1.23315 -0.15238  N3 1.189
6 P 0.66793 1.72344 0.05582  C2 1.784, H11 1.452, H12 1.359
7 H 1.46825 -0.79851 1.30759  C1 1.163
8 H 0.28933 -1.91710 0.23770  C1 1.143
9 H 1.90418 -1.54055 -0.24726  C1 1.087
10 H 0.67343 -0.05268 -1.52317  C2 1.002
11 H -0.21690 2.42608 -0.85643  P6 1.452
12 H -0.42187 1.74810 0.86798  P6 1.359

energy: -17037.6539 eV
highest occupied orbital energy (spin up / spin down): -7.2 / -10.0 eV
spin multiplicity: 3
lowest unoccupied orbital energy (spin up / spin down): 0.20 / -2.62 eV
net charge: 0
expectation value of S²: 2.01
orbital gap (spin up / spin down): 7.42 / 7.38 eV
relative energy (zero: lowest compared OMol25 entry of this formula, charge and spin): 391.1 kJ/mol